No. 1
Density functional theory data (ωB97M-V with the def2-TZVPD basis set) for the molecule C5H9NO.

- E_tot: -8866.1485 eV
- LUMO: 1.2 eV
- SMILES: C/C=N/C[C@H]1CO1
- HOMO: -0.3458 Eh
- Kohn-Sham gap: 10.581 eV
- Energy relative to the best compared isomer or geometry (same formula, charge and spin): 70.66 kcal/mol

```
! wB97M-V def2-TZVPD RIJCOSX def2/J DEFGRID3
* xyz 0 1
C 1.61741 -2.04989 -0.18838
C 0.39648 -1.57596 0.53310
N 0.41835 -0.42991 1.06844
C -0.82275 0.30925 1.05647
C -0.72085 1.00543 -0.29631
C -0.81892 2.44959 -0.50403
O 0.43970 1.80097 -0.45754
H 1.28887 -2.27168 -1.21245
H 2.11569 -2.93208 0.21538
H 2.30370 -1.20108 -0.23351
H -0.54297 -2.14234 0.39926
H -0.85069 1.03706 1.87143
H -1.73342 -0.31626 1.08029
H -0.90072 0.33525 -1.14552
H -1.10063 2.83988 -1.48237
H -1.03895 3.09359 0.34828
*
```



No. 2
Density functional theory data (ωB97M-V with the def2-TZVPD basis set) for the molecule C5H9NO.

- E_tot: -8868.4786 eV
- LUMO: 0.9 eV
- SMILES: C[C@@H]1C(=O)N[C@@H]1C
- HOMO: -0.3552 Eh
- Kohn-Sham gap: 10.610 eV
- Energy relative to the best compared isomer or geometry (same formula, charge and spin): 16.93 kcal/mol

```
! wB97M-V def2-TZVPD RIJCOSX def2/J DEFGRID3
* xyz 0 1
C -1.24807 0.65334 -1.02068
C -0.81113 0.42581 0.42089
N -1.08100 -0.90757 0.96946
C 0.23335 -1.27823 1.07820
O 0.77476 -2.31909 1.35987
C 0.70279 0.12274 0.65473
C 1.68267 0.17112 -0.50391
H -1.20152 -0.27829 -1.59383
H -0.58889 1.38061 -1.50676
H -2.26957 1.04194 -1.07883
H -1.19284 1.22494 1.06813
H -1.92643 -1.45886 1.02699
H 1.09152 0.68622 1.50942
H 1.35859 -0.45849 -1.33908
H 2.65632 -0.19919 -0.16973
H 1.81944 1.19301 -0.87487
*
```



No. 3
Density functional theory data (ωB97M-V with the def2-TZVPD basis set) for a cluster of 2 separate species, C5H9NO in total in a non-equilibrium geometry.

- E_tot: -8862.1572 eV
- LUMO (spin up / spin down): 0.9 / 1.0 eV
- HOMO (spin up / spin down): -0.2695 / -0.2717 Eh
- Kohn-Sham gap (spin up / spin down): 8.247 / 8.363 eV
- Energy relative to the best compared isomer or geometry (same formula, charge and spin): 162.70 kcal/mol

```
! wB97M-V def2-TZVPD RIJCOSX def2/J DEFGRID3
* xyz 0 1
C -1.91703 1.70166 0.73702
C -0.01334 -0.56134 -1.05033
C -0.16289 -0.38405 0.35528
C 1.15104 -1.10501 -1.69815
C 0.93198 -0.49868 1.38793
N -1.46045 2.81236 0.99394
O -0.83904 -1.44730 -0.11527
H -2.86727 1.13585 0.51531
H -0.80752 -0.01436 -1.62384
H 1.86832 -0.38461 -2.22282
H 0.78907 -1.56719 -2.70036
H 1.81238 -1.76385 -1.02161
H 1.00550 -1.54170 1.78454
H 0.55839 0.19697 2.26123
H 1.98055 -0.19285 1.15514
H -2.02969 3.61412 1.24199
*
```